No. 1
C22H19N5O5S3W as an isolated structure. Source: the Open Molecules 2025 dataset; level of theory: ωB97M-V/def2-TZVPD.

Properties
**Expectation value of S²**: 1.19
**Charge**: +3
**Relative energy (zero: lowest compared OMol25 entry of this formula, charge and spin)**: 7.9 kJ/mol
**Lowest unoccupied orbital energy (alpha / beta)**: -11.854 / -12.046 eV
**Kohn-Sham gap (alpha / beta)**: 4.39 / 4.20 eV
**Electronic energy**: -75113.88604 eV
**HOMO energy (alpha / beta)**: -0.597 / -0.597 hartree
**Spin multiplicity**: 2

The geometry in XYZ format:
```
55
Properties=species:S:1:pos:R:3:forces:R:3
C 3.4107 3.3752 -0.6339 -0.05 0.10 0.02
H -3.7918 -0.3403 2.9072 -0.03 0.00 -0.03
N 3.1824 2.6108 0.5986 0.17 0.14 0.04
O -2.9985 -2.8925 -2.2586 0.37 0.20 0.12
H 1.2461 -0.5397 0.1158 0.06 -0.02 -0.03
C 3.1925 4.8711 -0.4571 0.00 -0.05 0.04
C -0.7960 2.2128 -1.5283 -0.03 0.05 -0.01
S 1.1341 -2.8505 -1.5701 -0.44 0.14 -0.01
H 2.1850 5.0925 -0.0976 0.02 0.02 0.00
C -2.8227 -1.1209 1.1529 0.29 0.05 0.22
C 0.3536 2.5541 -0.8169 -0.04 0.05 -0.01
N 0.4844 -7.3264 0.8718 -0.02 0.18 -0.10
H 3.8982 5.2863 0.2623 -0.03 0.01 0.00
H 4.4389 3.1897 -0.9442 0.03 -0.05 -0.02
C -5.1806 -0.7788 1.3270 0.02 -0.01 -0.04
H 0.6288 3.5950 -0.6990 0.00 -0.02 -0.02
H 5.0041 3.3372 1.2636 0.01 -0.01 -0.07
C 0.3726 -6.3125 0.3378 0.07 -0.16 0.08
C -3.9099 -0.7006 1.8916 -0.06 0.08 0.17
C -5.3163 -1.3400 0.0624 -0.17 0.02 -0.01
C 4.1848 2.7525 1.6765 0.03 0.13 0.10
C 1.1103 1.5510 -0.2335 -0.04 0.15 0.00
C -1.1531 0.8915 -1.6305 0.14 0.01 0.03
C 2.6330 -4.8590 -0.6757 0.12 -0.12 0.04
S -1.3641 -4.4875 -0.5152 0.03 0.20 -0.26
H 2.8707 2.8259 3.3994 0.00 -0.01 0.00
H 2.7776 2.9818 -1.4297 0.03 -0.05 0.04
S -0.7812 -1.4900 -4.7221 0.08 0.05 -0.34
H 4.4555 3.5629 3.6357 -0.03 0.01 0.02
H -6.0511 -0.4515 1.8822 0.02 -0.02 0.00
C -4.1699 -1.7271 -0.6028 -0.18 -0.11 -0.34
H 4.5739 1.7647 1.9195 -0.05 -0.06 -0.02
H -6.2856 -1.4991 -0.3944 0.00 0.02 0.04
C 3.6406 3.4305 2.9250 -0.02 0.01 -0.07
H -1.5700 -0.4893 3.3711 0.02 0.03 -0.03
O -0.9487 -0.9151 2.7570 -0.06 -0.03 0.09
C 0.2126 -5.0522 -0.3069 0.01 0.00 0.06
N -2.9451 -1.5752 -0.1010 -0.15 0.06 0.48
C -1.4113 -1.2978 1.6263 -0.13 0.14 0.06
H -5.1310 -3.3111 -3.2523 -0.02 0.01 0.00
C 0.6972 0.2412 -0.3907 -0.19 -0.16 0.06
H -1.4154 2.9710 -1.9890 0.02 -0.01 0.02
O 2.1173 0.9664 1.7534 -0.02 0.02 0.03
N 3.6999 -5.2822 -0.5857 -0.16 0.09 -0.02
C -4.1101 -2.4947 -1.8717 -0.09 0.11 0.13
N -0.4137 -0.0965 -1.0626 -0.38 -0.15 -0.34
H -2.0435 0.5984 -2.1715 -0.03 -0.03 -0.02
O -0.6528 -1.8973 0.8511 0.19 -0.16 -0.14
O -5.2192 -2.7425 -2.4612 -0.10 -0.06 -0.06
H 3.3460 5.3867 -1.4053 0.01 -0.02 0.02
W -1.1831 -2.1924 -1.2031 0.53 -0.55 -0.10
C 2.2200 1.7187 0.7875 0.02 -0.15 -0.05
C -0.9479 -1.7839 -3.2722 0.18 -0.04 0.18
H 3.2288 4.4144 2.6953 0.03 -0.01 -0.01
C 1.3129 -4.3358 -0.7880 -0.02 -0.01 0.07
```
Positions in Å, forces in eV/Å.

---

No. 2
C22H20AsFN3O3S6Tc as an isolated structure in a non-equilibrium geometry. Source: the Open Molecules 2025 dataset; level of theory: ωB97M-V/def2-TZVPD.

Properties
**Lowest unoccupied orbital energy (alpha / beta)**: -2.681 / -2.686 eV
**Kohn-Sham gap (alpha / beta)**: 5.48 / 5.47 eV
**Electronic energy**: -164518.25462 eV
**HOMO energy (alpha / beta)**: -0.300 / -0.300 hartree
**Spin multiplicity**: 1

The geometry in XYZ format:
```
57
Properties=species:S:1:pos:R:3:forces:R:3
H -2.3458 1.9239 0.0954 -0.01 0.02 0.02
H 2.6969 -0.3299 -1.0691 -0.18 0.01 -0.01
Tc 0.3846 0.2408 -2.1812 0.33 -0.81 -0.39
C -2.1323 -2.5106 3.9883 -0.22 -0.22 0.22
H -3.7402 0.1407 5.5254 0.03 0.05 -0.01
H -2.9005 -4.4120 4.5980 0.00 -0.01 0.00
S 1.7427 -0.6770 -7.7463 0.05 -0.13 0.31
C -2.5020 1.4704 1.0641 -0.05 0.17 0.03
N 0.4692 5.1775 -5.0678 0.00 -0.03 0.08
O -1.1979 0.0196 -0.8928 0.13 0.54 -0.86
C -0.7709 -1.7665 0.6039 0.20 0.25 -0.39
C -1.0736 -2.3357 1.8083 -0.24 0.02 0.13
As 2.2126 -1.0831 -5.8169 0.37 -0.21 -0.63
H 3.0654 1.9246 -2.9966 0.03 0.03 0.03
N -1.8386 -1.7570 2.7422 0.33 -0.07 -0.16
H 4.6810 1.0191 -0.5657 -0.02 -0.01 0.02
C 0.8700 4.8375 -1.4162 0.09 0.35 0.12
H 4.3780 0.2773 -4.2290 0.02 -0.06 0.00
H 3.3445 2.1787 -0.4936 0.06 -0.01 0.06
H -3.6401 2.1913 4.1597 0.00 0.00 0.00
C -2.9495 -0.3392 4.9497 -0.07 -0.12 -0.04
H 2.7658 -0.8514 -2.7378 -0.26 0.02 -0.02
C -2.8259 0.2979 3.5958 -0.04 0.03 0.11
C 4.1246 1.7703 -1.1324 -0.03 -0.02 -0.11
C 3.5551 1.1446 -2.4063 -0.06 0.08 -0.01
C 0.5018 4.3689 -4.2502 0.04 0.31 -0.19
S 0.2939 1.7201 -3.8843 -0.21 -0.33 0.84
S 0.2735 -1.2971 -3.9003 -0.17 0.84 1.13
C 0.5308 3.3276 -3.2850 0.03 -0.54 0.08
H -0.6741 -3.3192 2.0111 -0.07 -0.02 0.01
C -3.2157 1.5944 3.3624 -0.03 -0.08 0.05
C -3.0604 2.1626 2.0986 0.07 -0.14 -0.15
H -4.1843 -1.9379 4.2268 -0.03 -0.06 0.04
C -2.0750 0.1522 1.2855 0.03 0.01 -0.10
C 4.7149 0.5884 -3.2405 -0.10 0.09 0.01
H 4.8157 2.5771 -1.3822 -0.01 0.02 0.02
O 0.2740 -3.7162 -0.2071 0.06 0.07 0.14
C -2.2643 -0.4525 2.5428 -0.05 0.21 -0.20
O 0.7997 -1.7623 -1.1516 0.00 0.50 -0.01
C -2.5481 -3.9475 3.6778 0.11 0.06 -0.04
H -1.2165 -2.5150 4.5872 -0.02 0.06 0.00
H -1.7340 -4.5594 3.2952 -0.01 0.00 -0.01
C 2.5594 0.0126 -2.0964 -0.13 0.02 0.02
N 0.9954 5.8972 -0.9892 -0.02 -0.08 0.01
S 1.3476 -2.9873 -3.5176 0.02 0.08 0.13
S 0.7869 2.2142 -0.8425 -0.08 -0.54 -0.50
H -3.3612 -3.9575 2.9509 -0.02 0.00 0.01
F -3.4575 3.4281 1.9210 -0.02 0.03 0.01
C -3.2423 -1.8213 4.7695 0.16 0.19 -0.06
H -3.3409 -2.3199 5.7327 -0.02 -0.04 -0.01
C 0.7141 3.5227 -1.9466 -0.07 -0.44 -0.04
H 5.1666 -0.2707 -2.7386 0.01 -0.01 -0.02
C 0.1628 -2.5048 -0.3165 0.05 0.09 -0.25
H -2.0141 -0.2103 5.5029 -0.02 0.01 0.03
S 1.9199 -3.3624 -5.4725 -0.07 0.33 -0.25
H 5.4858 1.3498 -3.3689 0.02 -0.01 -0.03
C -1.3274 -0.5263 0.2464 0.06 -0.49 0.84
```
Positions in Å, forces in eV/Å.